[1]
{"formula": "C3H7NO3", "method": "ωB97M-V with the def2-TZVPD basis set", "elements": ["C", "O", "C", "O", "C", "N", "O", "H", "H", "H", "H", "H", "H", "H"], "positions_angstrom": [[0.803, -0.722, -2.833], [0.120, -0.253, -1.654], [0.423, -1.066, -0.540], [-0.220, -0.491, 0.557], [0.302, 0.740, 0.924], [-0.229, 1.430, 1.838], [-1.367, 0.848, 2.355], [1.888, -0.700, -2.736], [0.427, -1.692, -3.151], [0.575, -0.012, -3.609], [0.033, -2.108, -0.588], [1.496, -1.089, -0.378], [1.211, 1.024, 0.449], [-1.456, 0.025, 1.775]], "homo_ha": -0.349, "total_energy_ev": -10854.174, "orbital_gap_ev": 10.216, "relative_energy_kj_mol": 404.59}

***

[2]
{"formula": "C5H13N2", "method": "ωB97M-V with the def2-TZVPD basis set", "elements": ["C", "C", "C", "C", "C", "N", "N", "H", "H", "H", "H", "H", "H", "H", "H", "H", "H", "H", "H", "H"], "positions_angstrom": [[-2.390, 1.045, -0.214], [-1.711, -0.259, 0.108], [-0.417, -0.545, 0.192], [0.116, -1.907, 0.476], [0.733, 0.590, -0.025], [1.584, 0.855, 1.088], [1.780, 0.230, -1.138], [-3.316, 1.163, 0.402], [-1.920, 2.040, -0.107], [-2.577, 1.050, -1.194], [-2.476, -0.978, 0.315], [-0.056, -2.198, 1.567], [1.186, -1.830, 0.308], [-0.422, -2.569, -0.240], [0.053, 1.477, -0.182], [1.310, 0.141, 1.731], [1.606, 1.754, 1.493], [1.249, -0.049, -1.930], [2.399, -0.421, -0.612], [2.306, 1.067, -1.410]], "homo_ha": -0.493, "total_energy_ev": -8367.870, "orbital_gap_ev": 10.082, "relative_energy_kj_mol": 283.67, "total_charge": 1}

***

[3]
{"formula": "C24H19Cl3FN2OPdS4", "method": "ωB97M-V with the def2-TZVPD basis set", "elements": ["Pd", "S", "C", "S", "S", "Cl", "C", "C", "C", "C", "C", "C", "N", "C", "C", "N", "C", "O", "C", "C", "C", "Cl", "S", "C", "C", "C", "Cl", "C", "H", "H", "H", "H", "H", "H", "H", "H", "H", "H", "H", "H", "H", "F", "C", "C", "C", "C", "C", "C", "C", "H", "H", "H", "H", "H", "H"], "positions_angstrom": [[0.067, 0.277, 0.422], [-4.019, -0.058, -0.933], [-2.502, 0.523, -0.568], [-1.195, 0.564, -1.680], [-2.123, 1.171, 0.979], [-4.672, -0.344, -4.682], [-4.294, -1.700, -3.704], [-2.978, -2.123, -3.592], [-2.697, -3.228, -2.815], [-3.700, -3.917, -2.146], [-3.352, -5.108, -1.279], [-3.034, -4.630, 0.158], [-1.846, -3.832, 0.209], [-0.557, -4.282, 0.167], [0.233, -3.172, 0.199], [-0.550, -2.060, 0.267], [-1.790, -2.485, 0.264], [-2.227, -5.818, -1.749], [-2.477, -6.638, -2.880], [-1.360, -6.534, -3.875], [-0.088, -6.992, -3.659], [0.487, -7.765, -2.251], [0.955, -6.738, -5.026], [-0.348, -6.008, -5.894], [-1.492, -5.965, -5.163], [-5.006, -3.449, -2.257], [-6.292, -4.236, -1.406], [-5.321, -2.355, -3.040], [-2.186, -1.583, -4.085], [-1.681, -3.579, -2.720], [-4.223, -5.783, -1.216], [-2.902, -5.503, 0.803], [-3.879, -4.034, 0.514], [-0.317, -5.324, 0.119], [1.303, -3.102, 0.183], [-2.666, -1.861, 0.308], [-3.408, -6.345, -3.375], [-2.573, -7.681, -2.538], [-0.178, -5.661, -6.894], [-2.413, -5.539, -5.522], [-6.338, -2.002, -3.113], [3.807, 4.323, -0.576], [3.167, 3.235, -0.055], [2.277, 3.407, 0.996], [1.718, 2.301, 1.595], [2.045, 0.972, 1.162], [1.579, -0.171, 1.863], [2.905, 0.862, 0.022], [3.467, 1.975, -0.561], [2.049, 4.407, 1.339], [1.072, 2.421, 2.460], [1.174, -0.028, 2.863], [2.066, -1.123, 1.675], [3.158, -0.128, -0.340], [4.151, 1.883, -1.392]], "homo_ha": [-0.120, -0.118], "total_energy_ev": -117331.066, "orbital_gap_ev": [5.290, 5.233], "relative_energy_kj_mol": 155.00, "total_charge": -1}

***

[4]
{"formula": "C7H10N5O3", "method": "ωB97M-V with the def2-TZVPD basis set", "elements": ["C", "C", "C", "C", "C", "C", "C", "N", "N", "N", "N", "N", "O", "O", "O", "H", "H", "H", "H", "H", "H", "H", "H", "H", "H"], "positions_angstrom": [[-1.685, -1.948, 0.289], [-0.592, -1.303, -0.215], [-2.655, 0.179, 0.177], [0.799, -1.922, -0.269], [1.541, 0.456, -0.215], [2.718, 1.237, -0.865], [1.448, 0.922, 1.355], [-0.684, -0.090, -0.726], [-2.763, -1.104, 0.308], [1.714, -0.991, -0.364], [0.305, 0.760, -0.851], [-3.779, 0.941, -0.038], [0.957, -3.116, -0.296], [-3.983, 1.776, -0.908], [-4.548, 0.673, 0.860], [-1.545, -2.949, 0.588], [2.441, 2.240, -1.099], [3.099, 0.885, -1.767], [3.442, 1.399, -0.183], [1.800, 2.012, 1.237], [2.323, 0.505, 1.989], [0.476, 0.781, 1.854], [-3.729, -1.517, 0.748], [2.631, -1.267, -0.100], [0.270, 1.439, -1.511]], "homo_ha": [-0.508, -0.508], "total_energy_ev": -20999.220, "orbital_gap_ev": [7.963, 7.961], "relative_energy_kj_mol": 95.59, "total_charge": 1}

***

[5]
{"formula": "C2H7N", "method": "ωB97M-V with the def2-TZVPD basis set", "elements": ["C", "N", "H", "H", "H", "C", "H", "H", "H", "H"], "positions_angstrom": [[2.649, 2.909, 2.986], [1.523, 3.423, 2.745], [2.984, 2.852, 4.024], [3.363, 2.551, 2.247], [1.375, 3.364, 1.737], [-3.395, -5.056, -4.533], [-3.309, -4.083, -4.076], [-3.280, -4.968, -5.613], [-4.322, -5.589, -4.381], [-2.578, -5.681, -4.195]], "homo_ha": -0.382, "total_energy_ev": -3676.585, "orbital_gap_ev": 11.640, "relative_energy_kj_mol": 86.57}

***

[6]
{"formula": "C2H6N2O", "method": "ωB97M-V with the def2-TZVPD basis set", "elements": ["C", "N", "C", "O", "N", "H", "H", "H", "H", "H", "H"], "positions_angstrom": [[-1.728, 1.038, -0.134], [-1.001, 1.018, 0.918], [1.482, -1.150, -0.721], [0.477, -0.347, -0.454], [2.227, -1.805, 0.079], [-0.929, 1.857, 1.483], [-0.064, 0.255, 0.721], [1.988, -1.600, 1.053], [-1.799, 0.134, -0.723], [-2.288, 1.920, -0.432], [1.636, -1.319, -1.792]], "homo_ha": -0.310, "total_energy_ev": -7196.687, "orbital_gap_ev": 7.843, "relative_energy_kj_mol": 299.13}

***

[7]
{"formula": "C2HLiO2Sr", "method": "ωB97M-V with the def2-TZVPD basis set", "elements": ["O", "C", "Sr", "Li", "H", "C", "O"], "positions_angstrom": [[-1.250, -0.214, -0.069], [-0.236, 0.179, -0.786], [-3.375, 0.411, 0.310], [0.322, -1.610, 0.974], [-0.514, 0.351, -1.847], [2.068, 0.140, 0.570], [2.985, 0.743, 0.849]], "homo_ha": -0.548, "total_energy_ev": -7207.356, "orbital_gap_ev": 5.538, "relative_energy_kj_mol": 0.00, "total_charge": 2}

***

[8]
{"formula": "C37H25N8SiZr", "method": "ωB97M-V with the def2-TZVPD basis set", "elements": ["Zr", "C", "C", "C", "C", "C", "N", "C", "C", "C", "C", "C", "C", "C", "C", "N", "C", "N", "C", "N", "C", "N", "C", "N", "C", "N", "C", "C", "C", "C", "C", "C", "C", "C", "C", "C", "C", "C", "C", "C", "N", "H", "H", "H", "H", "H", "H", "H", "H", "H", "H", "H", "H", "H", "H", "H", "H", "C", "Si", "C", "C", "C", "C", "H", "H", "H", "H", "H", "H", "H", "H", "H"], "positions_angstrom": [[0.170, -0.176, 0.673], [2.120, -5.437, 4.394], [2.472, -4.469, 5.350], [2.278, -3.122, 5.118], [1.711, -2.764, 3.898], [1.393, -1.467, 3.331], [1.643, -0.318, 3.920], [1.522, 0.869, 3.360], [1.881, 2.119, 3.994], [2.337, 2.401, 5.280], [2.619, 3.720, 5.572], [2.462, 4.735, 4.612], [2.022, 4.454, 3.334], [1.730, 3.124, 3.042], [1.293, 2.491, 1.816], [1.168, 3.117, 0.655], [1.014, 2.518, -0.506], [0.977, 1.164, -0.748], [0.777, 0.944, -2.109], [0.535, -0.200, -2.699], [0.399, -1.367, -2.079], [0.688, -1.650, -0.755], [0.305, -2.947, -0.477], [0.474, -3.589, 0.671], [0.840, -3.016, 1.797], [0.831, -1.663, 2.080], [1.366, -3.723, 2.950], [1.567, -5.081, 3.180], [-0.225, -3.530, -1.690], [-0.729, -4.803, -1.951], [-1.153, -5.059, -3.239], [-1.075, -4.079, -4.245], [-0.574, -2.820, -3.988], [-0.150, -2.557, -2.686], [0.740, 2.239, -2.767], [0.555, 2.583, -4.102], [0.528, 3.931, -4.405], [0.679, 4.910, -3.410], [0.854, 4.565, -2.083], [0.878, 3.209, -1.778], [1.116, 1.147, 2.060], [2.291, -6.481, 4.618], [2.907, -4.793, 6.285], [2.549, -2.374, 5.848], [2.459, 1.617, 6.012], [2.972, 3.984, 6.559], [2.694, 5.755, 4.886], [1.908, 5.228, 2.590], [1.300, -5.819, 2.439], [-0.781, -5.554, -1.177], [-1.549, -6.034, -3.487], [-1.413, -4.326, -5.242], [-0.512, -2.065, -4.757], [0.438, 1.827, -4.863], [0.387, 4.244, -5.430], [0.659, 5.952, -3.693], [0.962, 5.313, -1.312], [-3.987, 2.668, -2.111], [-3.727, 0.833, -2.184], [-2.823, 0.325, -3.732], [-5.296, -0.122, -1.938], [-2.631, 0.422, -0.724], [-1.912, 0.153, 0.232], [-4.606, 2.985, -2.952], [-3.038, 3.202, -2.173], [-4.486, 2.966, -1.190], [-3.094, -0.690, -4.018], [-1.742, 0.366, -3.614], [-3.096, 0.991, -4.552], [-5.939, -0.008, -2.813], [-5.848, 0.221, -1.065], [-5.085, -1.184, -1.812]], "homo_ha": [-0.343, -0.343], "total_energy_ev": -59852.349, "orbital_gap_ev": [4.426, 4.426], "total_charge": 1}

***

[9]
{"formula": "C6H9N3O", "method": "ωB97M-V with the def2-TZVPD basis set", "elements": ["C", "C", "C", "C", "C", "C", "N", "N", "N", "O", "H", "H", "H", "H", "H", "H", "H", "H", "H"], "positions_angstrom": [[-2.209, 0.064, 1.895], [-0.485, -0.951, 1.538], [1.522, 0.237, -0.910], [0.111, -0.079, -1.083], [2.094, 0.467, 0.467], [-0.966, 0.244, -2.073], [-1.428, -0.816, 2.450], [-1.853, 0.506, 0.690], [-0.709, -0.195, 0.497], [1.041, -1.007, -1.200], [-3.122, 0.285, 2.445], [0.470, -1.648, 1.418], [2.199, 0.475, -1.682], [2.976, 0.976, 0.249], [2.458, -0.458, 0.886], [1.465, 0.798, 1.217], [-0.560, 1.105, -2.489], [-1.890, 0.585, -1.549], [-1.114, -0.587, -2.765]], "homo_ha": [-0.165, -0.379], "spin_multiplicity": 3, "total_energy_ev": -12877.239, "orbital_gap_ev": [5.356, 7.990], "relative_energy_kj_mol": 375.18}

***

[10]
{"formula": "C31H57F6HgNO19S8", "method": "ωB97M-V with the def2-TZVPD basis set", "elements": ["Hg", "C", "F", "F", "F", "S", "O", "O", "O", "C", "F", "F", "F", "S", "O", "O", "O", "C", "C", "O", "C", "H", "H", "H", "H", "H", "H", "C", "C", "N", "H", "H", "H", "C", "C", "C", "S", "O", "O", "C", "H", "H", "H", "H", "H", "H", "H", "H", "C", "C", "C", "S", "O", "O", "C", "H", "H", "H", "H", "H", "H", "H", "H", "C", "C", "C", "S", "O", "O", "C", "H", "H", "H", "H", "H", "H", "H", "H", "C", "C", "C", "S", "O", "O", "C", "H", "H", "H", "H", "H", "H", "H", "H", "C", "C", "C", "S", "O", "O", "C", "H", "H", "H", "H", "H", "H", "H", "H", "C", "C", "C", "S", "O", "O", "C", "H", "H", "H", "H", "H", "H", "H", "H"], "positions_angstrom": [[3.071, -0.912, -2.563], [0.361, -0.613, 1.223], [-0.765, -0.504, 1.907], [1.282, 0.215, 1.750], [0.884, -1.851, 1.352], [0.091, -0.221, -0.592], [-0.489, 1.112, -0.514], [1.414, -0.336, -1.207], [-0.840, -1.252, -1.005], [1.925, -5.145, -0.760], [1.793, -4.386, 0.310], [2.287, -6.365, -0.448], [0.736, -5.199, -1.361], [3.178, -4.383, -1.930], [3.081, -5.178, -3.137], [2.673, -3.010, -2.091], [4.435, -4.396, -1.210], [0.858, 2.906, 3.684], [-0.049, 2.844, 4.860], [0.286, 3.125, 5.988], [-1.487, 2.425, 4.574], [0.449, 3.690, 3.042], [0.825, 1.925, 3.207], [1.864, 3.169, 3.999], [-2.150, 3.185, 4.978], [-1.732, 1.405, 4.868], [-1.595, 2.400, 3.484], [-3.484, -0.035, -2.511], [-3.376, 1.424, -2.451], [-3.275, 2.565, -2.377], [-2.500, -0.352, -2.146], [-3.587, -0.403, -3.530], [-4.254, -0.451, -1.868], [-1.408, -4.186, -4.211], [-0.138, -4.538, -4.989], [0.534, -3.214, -5.420], [-0.170, -1.874, -4.374], [-0.998, -0.984, -5.168], [0.908, -1.328, -3.583], [-1.199, -2.971, -3.315], [-1.669, -5.054, -3.600], [-2.299, -4.054, -4.830], [-0.343, -5.232, -5.800], [0.551, -5.062, -4.323], [0.234, -3.002, -6.448], [1.620, -3.237, -5.404], [-2.118, -2.505, -2.990], [-0.477, -3.269, -2.555], [-1.210, 4.250, -0.345], [-1.821, 5.642, -0.424], [-0.986, 6.538, 0.514], [0.711, 5.948, 0.386], [1.173, 5.683, 1.732], [1.456, 6.839, -0.458], [0.311, 4.442, -0.511], [-1.677, 3.666, -1.139], [-1.485, 3.768, 0.596], [-2.860, 5.785, -0.134], [-1.710, 5.989, -1.455], [-1.283, 6.371, 1.549], [-0.984, 7.600, 0.284], [0.963, 3.627, -0.208], [0.433, 4.662, -1.573], [-4.119, 0.274, 1.132], [-3.331, 1.580, 1.021], [-4.056, 2.654, 1.829], [-5.799, 2.106, 2.048], [-6.710, 3.033, 1.409], [-6.000, 1.707, 3.424], [-5.626, 0.572, 1.024], [-3.955, -0.167, 2.119], [-3.759, -0.454, 0.404], [-3.243, 1.915, -0.012], [-2.298, 1.484, 1.356], [-3.995, 3.591, 1.279], [-3.784, 2.796, 2.874], [-5.806, 0.915, 0.004], [-6.379, -0.120, 1.384], [6.890, -2.772, 0.712], [6.079, -3.135, 1.966], [4.679, -2.620, 1.708], [4.875, -0.996, 0.873], [4.782, 0.083, 1.833], [4.029, -1.018, -0.317], [6.673, -1.291, 0.456], [6.405, -3.303, -0.115], [7.937, -3.063, 0.742], [6.537, -2.628, 2.825], [6.208, -4.187, 2.211], [4.047, -2.527, 2.587], [4.205, -3.287, 0.991], [7.201, -0.778, 1.264], [6.869, -0.833, -0.508], [-0.907, 2.298, -5.078], [0.184, 2.514, -6.162], [1.494, 1.907, -5.661], [1.566, 2.336, -3.899], [2.066, 3.684, -3.785], [2.199, 1.232, -3.178], [-0.259, 2.359, -3.694], [-1.333, 1.326, -5.332], [-1.739, 2.990, -5.188], [0.311, 3.589, -6.298], [-0.080, 2.025, -7.096], [2.386, 2.209, -6.210], [1.497, 0.818, -5.753], [-0.468, 3.305, -3.195], [-0.617, 1.612, -2.986], [-0.328, -3.242, 6.855], [0.501, -2.369, 5.966], [-0.031, -2.526, 4.526], [-1.881, -2.570, 4.732], [-2.379, -3.697, 3.943], [-2.443, -1.245, 4.540], [-1.827, -3.026, 6.541], [-0.145, -2.979, 7.899], [-0.017, -4.286, 6.792], [1.546, -2.641, 5.788], [0.502, -1.307, 6.221], [0.184, -3.560, 4.258], [0.110, -1.780, 3.759], [-2.316, -3.976, 6.742], [-2.303, -2.228, 7.102]], "homo_ha": -0.327, "total_energy_ev": -180621.414, "orbital_gap_ev": 5.710}

***

[11]
{"formula": "C4H6O3S", "method": "ωB97M-V with the def2-TZVPD basis set", "elements": ["C", "C", "C", "C", "O", "O", "O", "S", "H", "H", "H", "H", "H", "H"], "positions_angstrom": [[1.756, -2.453, -0.126], [1.381, -1.483, 0.475], [-1.881, 0.069, 0.467], [-2.773, 0.854, -0.459], [4.399, 1.064, -0.994], [2.994, 2.239, 0.513], [-0.797, 0.391, 0.882], [3.103, 1.141, -0.403], [2.174, -3.416, -0.392], [1.301, -0.705, 1.190], [-2.224, -0.966, 0.739], [-3.652, 1.146, 0.130], [-3.321, 0.296, -1.195], [-2.460, 1.824, -0.826]], "homo_ha": -0.376, "total_energy_ev": -21219.303, "orbital_gap_ev": 9.400, "relative_energy_kj_mol": 355.14}

***

[12]
{"formula": "C4H7NO", "method": "ωB97M-V with the def2-TZVPD basis set", "elements": ["O", "C", "C", "N", "C", "C", "H", "H", "H", "H", "H", "H", "H"], "positions_angstrom": [[1.212, -0.485, 1.515], [0.381, -0.175, 0.452], [-0.563, -1.041, -0.396], [-0.924, 0.389, -0.815], [-0.789, 0.776, 0.636], [0.560, 0.617, -0.890], [1.971, -0.993, 1.210], [-0.102, -1.640, -1.198], [-1.375, -1.599, 0.080], [-0.519, 1.833, 0.730], [-1.631, 0.502, 1.275], [0.874, 0.165, -1.830], [0.906, 1.650, -0.768]], "homo_ha": -0.353, "total_energy_ev": -7795.984, "orbital_gap_ev": 10.367, "relative_energy_kj_mol": 353.20}